The following is a quantum chemistry calculation of a cluster of 7 separate species, C18H36O24S3 in total at a distorted geometry, from OMol25.

SMILES ... O=S1(=O)OCCO1.O=S1(=O)OCCO1.O=S1(=O)OCCO1.COC(=O)OC.COC(=O)OC.COC(=O)OC.COC(=O)OC
Energy above the lowest of the compared OMol25 structures with the same formula, charge and spin ... 0.000 eV
Largest force on an atom ... 4.160 eV/A
Total charge ... 0
Calculated total energy ... -3707.67319 Ha

XYZ file:
```
81
Properties=species:S:1:pos:R:3:mulliken_charge:R:1
S -3.120 3.689 4.246 1.091
S 2.790 5.132 -0.420 1.078
S -4.775 -2.762 1.577 1.125
O 2.931 -6.204 -3.207 -0.359
O 1.381 5.910 -0.170 -0.381
O 1.288 0.089 2.170 -0.476
O 2.288 3.804 0.347 -0.186
O 3.338 -0.841 2.758 -0.383
O -4.379 -2.099 0.177 -0.437
O -0.024 2.135 -6.584 -0.335
O 3.885 5.722 0.286 -0.589
O 3.296 -4.647 -1.712 -0.290
O -4.370 -2.056 2.710 -0.482
O 3.570 -6.860 -1.243 -0.595
O -3.585 2.126 4.156 -0.290
O 0.346 1.284 -0.245 -0.626
O 1.394 1.251 -5.055 -0.566
O -3.720 -3.929 1.392 -0.335
O -2.417 3.933 5.448 -0.565
O 1.171 3.462 -5.377 -0.363
O 2.931 4.891 -1.794 -0.445
O -4.635 4.206 4.258 -0.309
O 1.620 -1.934 3.105 -0.362
O -0.177 -0.814 -0.909 -0.266
O -6.083 -3.145 1.449 -0.535
O -2.507 4.032 3.003 -0.489
O -1.259 0.118 0.687 -0.280
C -0.377 0.856 -7.132 -0.621
C 0.824 -0.790 -1.946 -0.859
C 3.474 -4.254 -0.347 -0.496
C 2.038 -0.799 2.559 0.807
C 0.907 2.166 -5.656 0.868
C 1.487 4.205 1.513 0.054
C -3.007 -3.854 0.182 -0.288
C -4.981 1.945 3.862 -0.193
C -0.275 0.297 -0.146 0.758
C -2.984 -2.411 -0.134 0.503
C 0.225 -2.077 3.059 -0.091
C 0.609 5.278 0.875 -0.193
C 2.096 3.643 -4.284 -0.549
C 4.120 0.305 2.409 -0.627
C 3.023 -7.723 -3.488 -0.598
C -1.483 1.124 1.735 -0.346
C -5.555 3.110 4.596 -0.361
C 3.286 -5.940 -1.980 0.845
H 1.461 0.077 -1.839 0.340
H -5.299 0.991 4.251 0.298
H 0.205 -0.721 -2.818 0.335
H 1.599 3.438 -3.341 0.223
H 4.458 0.202 1.371 0.265
H -1.989 -4.293 0.255 0.295
H 2.645 -7.829 -4.492 0.214
H 0.903 3.325 1.874 -0.184
H 0.251 6.006 1.584 0.346
H -3.533 -4.327 -0.669 0.292
H 2.690 -3.483 -0.124 0.018
H -0.255 4.849 0.408 0.271
H -0.185 -1.653 3.975 0.321
H 1.241 -1.762 -1.862 0.245
H -5.203 1.926 2.818 0.234
H 0.333 0.035 -6.802 0.304
H -2.947 -2.081 -1.189 0.234
H 2.404 -8.168 -2.705 0.302
H -6.643 3.432 4.406 0.298
H -5.523 2.879 5.669 0.300
H 3.268 -5.163 0.258 0.329
H -0.585 1.644 1.925 -0.128
H -0.539 0.981 -8.224 0.234
H 4.984 0.252 3.055 0.275
H -2.289 -1.794 0.445 -0.291
H -1.802 0.553 2.654 0.198
H 2.428 4.678 -4.333 0.221
H 4.472 -3.945 -0.248 0.336
H 3.523 1.186 2.560 0.284
H -1.344 0.627 -6.675 0.254
H -0.215 -1.561 2.200 -0.271
H -2.174 1.822 1.371 0.444
H 2.877 2.930 -4.289 0.343
H -0.083 -3.134 2.945 0.271
H 4.050 -8.029 -3.404 0.288
H 2.209 4.538 2.260 0.298
```